Here is a single C2H5N5O molecule from the OMol25 dataset. Energies are from ωB97M-V/def2-TZVPD.

Computed properties:
HOMO energy (eV): -8.292
ΔE to the lowest compared entry with this formula, charge and spin (kcal per mole): 119.0
F_max (eV/Å): 3.97
Gap between HOMO and LUMO (Eh): 0.3139

Element x y z (Å)
C  0.194  1.696  -0.656
C  0.474  0.567  0.203
H  -0.596  -1.827  1.043
H  -1.896  -0.735  0.198
H  0.309  -0.578  -2.459
H  0.455  2.736  -0.443
H  1.109  -0.670  2.779
N  -1.020  -1.455  0.052
N  0.013  -0.517  -0.517
N  -0.298  -0.037  -1.780
N  -0.144  1.282  -1.862
N  0.770  0.412  1.441
O  0.629  -0.876  2.000